{"formula": "C43H55Cl2CsN6STe", "method": "wB97M-V/def2-TZVPD", "fmax_ev_per_a": 0.2, "total_charge": -2, "gap_ev": 3.4, "lumo_energy_ev": 3.47, "elements": ["Cs", "C", "C", "N", "N", "C", "N", "S", "C", "C", "C", "C", "C", "N", "H", "H", "H", "H", "H", "H", "H", "H", "H", "Cl", "C", "Cl", "H", "H", "C", "C", "C", "C", "C", "C", "C", "C", "C", "C", "C", "C", "N", "C", "C", "N", "C", "C", "C", "C", "C", "C", "C", "C", "C", "C", "C", "C", "H", "H", "H", "H", "H", "H", "H", "H", "H", "H", "H", "H", "H", "H", "H", "H", "H", "H", "H", "H", "H", "H", "H", "H", "H", "H", "H", "H", "H", "H", "H", "H", "H", "H", "H", "H", "C", "Te", "C", "C", "C", "C", "C", "C", "C", "H", "H", "H", "H", "H", "H", "H", "H"], "xyz": [[-0.253, -0.121, 0.439], [-0.910, 3.553, 4.376], [-0.602, 3.005, 3.010], [-1.360, 2.196, 2.369], [-2.461, 1.739, 3.023], [-3.451, 1.365, 2.241], [-4.496, 0.754, 2.913], [-3.649, 1.607, 0.546], [0.641, 3.430, 2.321], [1.200, 4.684, 2.586], [2.348, 5.071, 1.919], [2.926, 4.194, 1.014], [2.314, 2.962, 0.824], [1.206, 2.586, 1.449], [-1.543, 2.840, 4.900], [-1.463, 4.495, 4.314], [0.003, 3.732, 4.947], [-4.213, 0.295, 3.767], [-5.097, 0.213, 2.311], [0.723, 5.346, 3.296], [2.787, 6.044, 2.105], [3.832, 4.442, 0.477], [2.740, 2.233, 0.141], [-0.895, 2.797, -1.537], [0.667, 3.015, -2.342], [1.577, 1.506, -2.437], [1.241, 3.732, -1.764], [0.489, 3.372, -3.350], [-1.683, -4.153, 1.982], [-1.220, -2.915, 2.760], [-2.301, -2.455, 3.731], [0.130, -3.196, 3.387], [0.245, -3.503, 4.725], [1.462, -3.882, 5.296], [2.538, -4.060, 4.443], [2.490, -3.773, 3.081], [3.625, -4.378, 2.247], [4.867, -3.512, 1.972], [3.134, -5.048, 0.962], [1.299, -3.162, 2.537], [1.177, -2.607, 1.322], [2.298, -2.012, 0.774], [2.482, -1.670, -0.524], [1.581, -1.862, -1.551], [2.015, -1.924, -2.820], [1.081, -1.543, -3.859], [1.484, -1.430, -5.171], [2.792, -1.728, -5.572], [3.661, -2.221, -4.612], [3.306, -2.373, -3.275], [4.231, -3.195, -2.390], [4.419, -4.608, -2.953], [5.591, -2.535, -2.155], [-0.330, -1.230, -3.415], [-1.087, -2.515, -3.065], [-1.126, -0.373, -4.390], [-2.641, -3.975, 1.480], [-1.806, -5.001, 2.663], [-0.940, -4.410, 1.226], [-1.078, -2.135, 2.013], [-2.566, -3.242, 4.444], [-3.210, -2.195, 3.179], [-1.983, -1.575, 4.295], [-0.636, -3.453, 5.358], [1.540, -4.104, 6.354], [3.455, -4.493, 4.840], [3.989, -5.194, 2.882], [4.718, -2.849, 1.121], [5.722, -4.159, 1.748], [5.120, -2.903, 2.843], [2.698, -4.325, 0.273], [2.370, -5.795, 1.189], [3.968, -5.548, 0.458], [3.064, -1.672, 1.477], [3.399, -1.110, -0.746], [0.773, -1.089, -5.916], [3.099, -1.621, -6.605], [4.651, -2.548, -4.924], [3.752, -3.310, -1.421], [4.936, -4.591, -3.918], [3.450, -5.087, -3.101], [5.006, -5.224, -2.264], [6.119, -2.374, -3.100], [6.224, -3.157, -1.514], [5.468, -1.563, -1.674], [-0.187, -0.694, -2.471], [-1.266, -3.114, -3.964], [-2.058, -2.286, -2.613], [-0.504, -3.099, -2.352], [-1.329, -0.912, -5.321], [-0.593, 0.548, -4.641], [-2.094, -0.104, -3.960], [-4.240, -3.402, -1.167], [-3.984, -1.592, -0.009], [-4.369, -0.597, -1.857], [-4.821, -1.631, -2.849], [-5.274, -1.254, -4.112], [-5.685, -2.201, -5.034], [-5.646, -3.549, -4.699], [-5.192, -3.932, -3.448], [-4.773, -2.987, -2.514], [-4.927, -4.085, -0.666], [-3.276, -3.902, -1.274], [-3.454, -0.100, -2.176], [-5.124, 0.168, -1.686], [-5.293, -0.200, -4.369], [-6.029, -1.891, -6.013], [-5.962, -4.298, -5.415], [-5.148, -4.984, -3.187]], "lowdin_charge": [0.8441, -0.0539, -0.3023, -0.0258, -0.0392, -0.9544, 0.0286, 0.4015, -0.2268, -0.0307, -0.0856, -0.0789, -0.1601, 0.0795, 0.0590, 0.0779, 0.0695, 0.0709, 0.0152, 0.1012, 0.0968, 0.0956, 0.0882, 0.4915, -0.9892, 0.6154, 0.0083, 0.0205, -0.0627, -0.4071, -0.0895, -0.1490, -0.0866, -0.1483, -0.1054, -0.1404, -0.3774, -0.0837, -0.0675, -0.2347, -0.0563, -0.3410, -0.3242, -0.0120, -0.2454, -0.1813, -0.0866, -0.1425, -0.1013, -0.1439, -0.3916, -0.0783, -0.0788, -0.4113, -0.0451, -0.0802, 0.0339, 0.0795, 0.0795, 0.0101, 0.0679, 0.0425, 0.0811, 0.0870, 0.0676, 0.0943, 0.1086, 0.0481, 0.0644, 0.0705, 0.0545, 0.0791, 0.0680, 0.0974, 0.0964, 0.0873, 0.0672, 0.0920, 0.0884, 0.0621, 0.0812, 0.0629, 0.0640, 0.0664, 0.0645, 0.0373, 0.0851, 0.0451, 0.0776, 0.0719, 0.0678, 0.0556, -0.4515, 1.2025, -0.4790, -0.2881, -0.0491, -0.1054, -0.1070, -0.0516, -0.2943, 0.0458, 0.0496, 0.0350, 0.0394, 0.1125, 0.0907, 0.0902, 0.1088]}

---

{"formula": "C3H7N2OS", "method": "wB97M-V/def2-TZVPD", "spin_multiplicity": 2, "fmax_ev_per_a": 1.6, "total_charge": -2, "gap_ev": [5.8, 5.8], "lumo_energy_ev": [6.16, 6.16], "elements": ["C", "C", "S", "N", "C", "N", "O", "H", "H", "H", "H", "H", "H", "H"], "xyz": [[-1.332, -0.537, 0.717], [-1.132, 0.917, 1.276], [-2.609, 1.902, 1.458], [-0.047, -1.170, 0.451], [0.295, -1.072, -0.860], [2.489, 0.478, -1.288], [-0.175, -1.719, -1.791], [-1.946, -0.399, -0.178], [-1.942, -1.097, 1.433], [-0.423, 1.353, 0.570], [-0.487, 0.805, 2.159], [1.225, -0.292, -1.124], [3.179, 0.115, -0.640], [2.905, 0.717, -2.182]], "lowdin_charge": [-0.3727, -0.8485, -0.0101, 0.0333, -0.4706, -0.1824, -0.0854, 0.0739, 0.0765, 0.0264, 0.0294, 0.0228, -0.1393, -0.1531]}

---

{"formula": "C7H14N2", "method": "wB97M-V/def2-TZVPD", "spin_multiplicity": 2, "fmax_ev_per_a": 1.9, "total_charge": 1, "gap_ev": [11.0, 7.2], "lumo_energy_ev": [-3.72, -7.61], "elements": ["C", "C", "C", "C", "C", "N", "N", "H", "H", "H", "H", "H", "H", "H", "H", "C", "C", "H", "H", "H", "H", "H", "H"], "xyz": [[0.988, -0.305, -1.724], [2.104, 0.727, -1.441], [0.875, -1.287, -0.633], [0.993, -1.086, 0.806], [-0.007, -2.962, 0.325], [0.249, -2.465, -0.845], [0.453, -2.134, 1.360], [0.020, 0.186, -1.848], [1.105, -0.828, -2.678], [1.948, 1.607, -2.070], [1.343, -0.158, 1.236], [-0.424, -3.931, 0.551], [0.240, -2.244, 2.344], [3.083, 0.370, -1.760], [1.996, 1.052, -0.414], [-1.331, 1.716, 0.348], [-2.451, 1.539, 1.374], [-1.255, 0.975, -0.441], [-1.424, 2.665, -0.203], [-0.357, 1.906, 0.818], [-2.682, 2.520, 1.805], [-2.111, 0.921, 2.207], [-3.356, 1.214, 0.883]], "lowdin_charge": [-0.1579, -0.0555, -0.1717, 0.0695, -0.0295, 0.1694, 0.1466, 0.1200, 0.1378, 0.0890, 0.1485, 0.1537, 0.1880, 0.0900, 0.0562, -0.1785, -0.1455, 0.0341, 0.0785, 0.0591, 0.0749, 0.0568, 0.0664]}

---

> Number 3 is which compound?

C7H14N2

---

Copy entry 3 word for word.
{"formula": "C7H14N2", "method": "wB97M-V/def2-TZVPD", "spin_multiplicity": 2, "fmax_ev_per_a": 1.9, "total_charge": 1, "gap_ev": [11.0, 7.2], "lumo_energy_ev": [-3.72, -7.61], "elements": ["C", "C", "C", "C", "C", "N", "N", "H", "H", "H", "H", "H", "H", "H", "H", "C", "C", "H", "H", "H", "H", "H", "H"], "xyz": [[0.988, -0.305, -1.724], [2.104, 0.727, -1.441], [0.875, -1.287, -0.633], [0.993, -1.086, 0.806], [-0.007, -2.962, 0.325], [0.249, -2.465, -0.845], [0.453, -2.134, 1.360], [0.020, 0.186, -1.848], [1.105, -0.828, -2.678], [1.948, 1.607, -2.070], [1.343, -0.158, 1.236], [-0.424, -3.931, 0.551], [0.240, -2.244, 2.344], [3.083, 0.370, -1.760], [1.996, 1.052, -0.414], [-1.331, 1.716, 0.348], [-2.451, 1.539, 1.374], [-1.255, 0.975, -0.441], [-1.424, 2.665, -0.203], [-0.357, 1.906, 0.818], [-2.682, 2.520, 1.805], [-2.111, 0.921, 2.207], [-3.356, 1.214, 0.883]], "lowdin_charge": [-0.1579, -0.0555, -0.1717, 0.0695, -0.0295, 0.1694, 0.1466, 0.1200, 0.1378, 0.0890, 0.1485, 0.1537, 0.1880, 0.0900, 0.0562, -0.1785, -0.1455, 0.0341, 0.0785, 0.0591, 0.0749, 0.0568, 0.0664]}